Entry 1:
2 unconnected molecules or ions with the total composition C2H8O2. Source: the OMol25 dataset; level of theory: ωB97M-V with the def2-TZVPD basis set.

Calculated values
Kohn-Sham gap ... 0.4049 Eh
SMILES string ... CO.CO

Structure (ORCA input):
```
! RIJCOSX wB97M-V def2-TZVPD def2/J DEFGRID3
* xyz 0 1
C 0.7282 -0.6747 -1.6848
O 0.5771 0.7561 -1.8665
H 0.6063 -1.2338 -0.6743
H -0.1442 -1.1129 -2.2359
H 1.6929 -0.7859 -2.2028
H 0.3368 1.0193 -0.9489
C -0.3562 0.1874 1.4478
O -1.3717 1.1047 1.8946
H 0.4711 0.8918 1.3061
H -0.6945 0.0033 0.4258
H -0.1197 -0.6918 1.9430
H -1.7263 0.5363 2.5959
*
```


Entry 2:
2 unconnected molecules or ions with the total composition C2H8O2S2Si. Source: the OMol25 dataset; level of theory: ωB97M-V with the def2-TZVPD basis set.

Calculated values
Kohn-Sham gap ... 0.3385 Eh
SMILES string ... CO[Si](=S)S.CO

Structure (ORCA input):
```
! RIJCOSX wB97M-V def2-TZVPD def2/J DEFGRID3
* xyz 0 1
C -4.1182 0.2735 -0.0992
O -2.7992 0.6528 -0.0995
Si -1.5596 -0.2837 0.0804
S -1.6900 -2.2717 0.0811
S -0.0756 1.1699 -0.0860
H -4.8322 1.0608 -0.3319
H -4.4431 -0.0762 0.8345
H -4.3211 -0.4934 -0.7983
H 1.1859 0.4324 0.0510
C 4.0563 0.1448 -0.1107
O 2.8328 -0.0676 0.6091
H 4.5300 1.0358 0.1854
H 3.5867 0.2217 -1.0807
H 4.8351 -0.8013 -0.0859
H 2.8122 -0.9978 0.8508
*
```


Entry 3:
3 unconnected molecules or ions with the total composition C2H8O3. Source: the OMol25 dataset; level of theory: ωB97M-V with the def2-TZVPD basis set.

Calculated values
Kohn-Sham gap ... 0.3561 Eh
SMILES string ... C=CO.O.O

Structure (ORCA input):
```
! RIJCOSX wB97M-V def2-TZVPD def2/J DEFGRID3
* xyz 0 1
C -1.9736 -2.7669 0.0642
C -1.1813 -2.1968 -0.8254
O -0.0496 -1.4861 -0.4831
H -2.9046 -3.2682 -0.1383
H -1.5467 -2.8024 1.0644
H -1.2211 -2.3747 -1.8983
H -0.3697 -0.6093 -0.1999
O -0.0021 1.4877 0.0993
H -0.0543 1.8753 -0.7796
H 0.9298 1.5764 0.3377
O 2.4725 3.2913 0.9080
H 3.1942 3.2703 1.5512
H 2.7065 4.0035 0.2999
*
```


Entry 4:
3 unconnected molecules or ions with the total composition C2H8O4. Source: the OMol25 dataset; level of theory: ωB97M-V with the def2-TZVPD basis set.

Calculated values
Kohn-Sham gap ... 0.4131 Eh
SMILES string ... CC(=O)O.O.O

Structure (ORCA input):
```
! RIJCOSX wB97M-V def2-TZVPD def2/J DEFGRID3
* xyz 0 1
C -2.5841 1.2139 -0.2950
C -1.2744 0.5127 -0.4121
O -0.2233 1.0719 -0.6244
O -1.4127 -0.8249 -0.3334
H -2.3801 2.0877 0.3368
H -3.3094 0.6075 0.2327
H -2.9791 1.6470 -1.2278
H -0.6267 -1.3826 -0.1900
O 1.3556 -1.2618 -0.7592
H 0.8493 -0.5221 -1.1000
H 2.2826 -1.0720 -0.5699
O 3.4325 -0.7582 1.2490
H 2.6987 -0.4896 1.8351
H 4.1711 -0.8294 1.8581
*
```


What relative energy (zero: lowest compared OMol25 entry of this formula, charge and spin) values result from the calculations? In sequence: 1.8819; 1.2973; 0.8829; 0.5062 eV.
What F_max values result from the calculations? In sequence: 5.46; 3.45; 0.96; 1.36 eV/A.